Entry 1:
# C45H119N5O14

A cluster of 12 separate species, C45H119N5O14 in total in a non-equilibrium geometry (ωB97M-V with the def2-TZVPD basis set, the Open Molecules 2025 dataset).

Total charge = 0
Spin multiplicity = 1
SMILES string = COC[C@H](C)N.COC[C@H](C)N.COC[C@H](C)N.COCCNCCOC.COCCNCCOC.CC(C)O.CC(C)O.CC(C)O.CC(C)O.CC(C)O.CC(C)O.CC(C)O

Element x y z (Å)
C (-3.74346, -4.19508, -6.84769)
O (-2.75791, -5.17427, -6.86742)
C (-3.19577, -6.40408, -7.38838)
C (-2.09749, -7.47051, -7.52779)
C (-1.10389, -7.03864, -8.62128)
N (-2.62491, -8.77901, -8.00069)
H (-4.09881, -3.99592, -7.85870)
H (-3.29913, -3.27487, -6.46834)
H (-4.54210, -4.25395, -6.10823)
H (-3.95045, -6.80211, -6.71006)
H (-3.57685, -6.22444, -8.39368)
H (-1.56695, -7.43453, -6.57630)
H (-0.53993, -6.13567, -8.38739)
H (-1.51474, -6.89494, -9.62061)
H (-0.29710, -7.77137, -8.60386)
H (-3.21330, -9.26895, -7.34201)
H (-1.90748, -9.47733, -8.13381)
C (-6.61859, -8.20793, 2.55531)
O (-6.94430, -7.01327, 3.15598)
C (-6.89738, -7.03852, 4.57774)
C (-7.84125, -6.05888, 5.32839)
C (-7.50406, -4.64295, 4.82036)
N (-7.72754, -6.23796, 6.75996)
H (-5.60896, -8.58552, 2.71705)
H (-6.56046, -8.06387, 1.47642)
H (-7.34085, -8.98339, 2.81037)
H (-7.08528, -8.04322, 4.95642)
H (-5.84877, -6.79904, 4.75427)
H (-8.89134, -6.11287, 5.04118)
H (-7.88026, -3.82391, 5.43335)
H (-7.76308, -4.52708, 3.76794)
H (-6.43652, -4.42336, 4.83573)
H (-7.98202, -7.21314, 6.82603)
H (-8.42080, -5.70125, 7.26136)
C (-2.99362, 6.16457, 5.45476)
O (-3.02751, 4.87806, 5.92153)
C (-4.32779, 4.42609, 6.52458)
C (-4.55775, 2.91473, 6.53494)
C (-5.60108, 2.57674, 7.55077)
N (-3.33374, 2.19450, 6.89087)
H (-3.64413, 6.37242, 4.60522)
H (-1.94820, 6.43035, 5.29804)
H (-3.47030, 6.83561, 6.16931)
H (-4.38936, 4.81710, 7.54019)
H (-5.14774, 4.96283, 6.04743)
H (-4.81125, 2.48832, 5.56437)
H (-5.26324, 2.56318, 8.58700)
H (-5.84189, 1.55671, 7.25137)
H (-6.46399, 3.24240, 7.53106)
H (-2.53326, 2.76179, 6.65103)
H (-3.23169, 1.31546, 6.40408)
C (2.07716, 1.96930, 0.75220)
O (0.89627, 1.15782, 0.81822)
C (-0.09142, 1.50131, 1.90957)
C (-1.51193, 1.14169, 1.49545)
N (-1.67237, -0.27856, 1.52293)
C (-3.02400, -0.64833, 1.11574)
C (-3.21569, -2.11766, 0.94773)
O (-2.45796, -2.50607, -0.22478)
C (-2.84357, -3.72494, -0.86094)
H (2.56163, 2.00542, 1.72795)
H (1.95436, 2.97395, 0.34758)
H (2.80037, 1.41053, 0.15820)
H (-0.18727, 2.58450, 1.98448)
H (0.16433, 1.21185, 2.92882)
H (-1.75780, 1.50653, 0.49818)
H (-2.27742, 1.55903, 2.14964)
H (-1.11919, -0.70423, 0.79294)
H (-3.19139, -0.15340, 0.15912)
H (-3.75115, -0.29691, 1.84777)
H (-4.24251, -2.39974, 0.71499)
H (-2.90514, -2.73992, 1.78705)
H (-2.63119, -4.56068, -0.19418)
H (-2.07906, -3.76431, -1.63688)
H (-3.87966, -3.69400, -1.19804)
C (4.52433, 8.87114, -1.99703)
O (5.64638, 8.00793, -2.01546)
C (6.89898, 8.60379, -1.58922)
C (8.13859, 7.70407, -1.48143)
N (8.37648, 6.95663, -2.70770)
C (9.47834, 5.97837, -2.64305)
C (10.81623, 6.63429, -3.07954)
O (11.85779, 5.61196, -3.17262)
C (13.20682, 6.10994, -3.25650)
H (4.01636, 8.79452, -1.03569)
H (3.86425, 8.60164, -2.82151)
H (4.81887, 9.89139, -2.24289)
H (6.70601, 9.06864, -0.62237)
H (7.07302, 9.33546, -2.37818)
H (8.06222, 6.97730, -0.67268)
H (9.01530, 8.34066, -1.36216)
H (7.52212, 6.45384, -2.90100)
H (9.15653, 5.26901, -3.40553)
H (9.54568, 5.36659, -1.74345)
H (11.18904, 7.29021, -2.29285)
H (10.75447, 7.10590, -4.06030)
H (13.93352, 5.37473, -3.60214)
H (13.57367, 6.56015, -2.33410)
H (13.20386, 6.81805, -4.08515)
C (-7.17041, 2.59793, -3.28403)
C (-7.87949, 2.76835, -1.92488)
C (-8.24249, 1.44151, -1.29531)
O (-6.96675, 3.31615, -0.96063)
H (-7.78654, 2.46785, -4.17372)
H (-6.43487, 1.81815, -3.08652)
H (-6.50517, 3.44219, -3.46515)
H (-8.66912, 3.49161, -2.12848)
H (-7.49075, 0.88358, -0.73701)
H (-8.40534, 0.72030, -2.09622)
H (-9.08747, 1.55385, -0.61598)
H (-6.25425, 3.81010, -1.37288)
C (0.27773, -0.04563, -4.50157)
C (1.48460, 0.95914, -4.35148)
C (2.84374, 0.40501, -4.25456)
O (1.55046, 1.91169, -5.35183)
H (-0.53411, 0.50361, -4.97838)
H (-0.13194, -0.44245, -3.57270)
H (0.51849, -0.93775, -5.07973)
H (1.46025, 1.35787, -3.33733)
H (2.89283, -0.21970, -3.36270)
H (3.57906, 1.11591, -3.87770)
H (3.29486, -0.15868, -5.07118)
H (2.19880, 2.59638, -5.17172)
C (-4.24936, -14.16420, -3.36787)
C (-4.66007, -12.78680, -3.83262)
C (-3.61927, -11.69941, -3.59118)
O (-4.87839, -12.95587, -5.16902)
H (-3.18157, -14.32085, -3.52075)
H (-4.72576, -14.98734, -3.90042)
H (-4.41926, -14.35068, -2.30746)
H (-5.61285, -12.52625, -3.37169)
H (-4.03734, -10.70017, -3.71305)
H (-2.68481, -11.72987, -4.15149)
H (-3.28929, -11.73843, -2.55305)
H (-5.42330, -13.72358, -5.35692)
C (6.47769, -0.50340, 4.04272)
C (5.85919, -0.88637, 5.33397)
C (6.74726, -0.46678, 6.52605)
O (4.61709, -0.21959, 5.46917)
H (7.35753, -1.08589, 3.76945)
H (6.74965, 0.55191, 4.02202)
H (5.96828, -0.68715, 3.09676)
H (5.65443, -1.95008, 5.45519)
H (7.77598, -0.81102, 6.41961)
H (6.19774, -0.87162, 7.37588)
H (6.67570, 0.61974, 6.57542)
H (4.22202, -0.32421, 4.60051)
C (4.89481, 7.67967, -6.69553)
C (4.88200, 6.16901, -6.76021)
C (6.18071, 5.54468, -7.22878)
O (4.51790, 5.70214, -5.42168)
H (5.68402, 7.94371, -5.99161)
H (3.95922, 8.09429, -6.32019)
H (5.07870, 8.17528, -7.64878)
H (4.08409, 5.83204, -7.42194)
H (6.20288, 4.48813, -6.96174)
H (7.08944, 5.96499, -6.79790)
H (6.13378, 5.45791, -8.31430)
H (4.56963, 6.41895, -4.78520)
C (-0.09289, -4.37205, 5.77325)
C (-0.87096, -5.69685, 5.70288)
C (-0.32985, -6.50892, 4.45861)
O (-0.65047, -6.52576, 6.70935)
H (-0.22591, -3.72597, 4.90550)
H (0.99108, -4.48377, 5.79807)
H (-0.41108, -3.77122, 6.62523)
H (-1.92473, -5.44980, 5.57389)
H (0.72075, -6.64283, 4.71631)
H (-0.49117, -5.84202, 3.61166)
H (-0.81951, -7.46858, 4.29312)
H (-1.43495, -6.63753, 7.25128)
C (3.35839, 9.72573, 4.25891)
C (4.33057, 8.80494, 4.90860)
C (4.21835, 7.36984, 4.49704)
O (5.57880, 9.26910, 4.76094)
H (3.34304, 10.69003, 4.76687)
H (2.40751, 9.21283, 4.40334)
H (3.58514, 9.92757, 3.21204)
H (4.13047, 8.86335, 5.97849)
H (4.97672, 6.76415, 4.99315)
H (4.32233, 7.29755, 3.41442)
H (3.30424, 6.88475, 4.83935)
H (5.61754, 10.21718, 4.90665)

Atoms 1-6, force components in eV/Å:
0.3 1.4 0.1
0.9 -0.5 0.5
-0.5 -0.8 -0.3
0.5 0.9 -1.2
1.0 0.1 0.8
-0.4 0.4 0.7

=====

Entry 2:
# C6H9N

The molecule C6H9N (ωB97M-V with the def2-TZVPD basis set, the Open Molecules 2025 dataset).

Energy above the lowest of the compared OMol25 structures with the same formula, charge and spin = 86.1 kcal/mol
Total charge = 0
Spin multiplicity = 1
SMILES string = C[C@]12C[C@H]1[C@H]1N[C@H]12

Element x y z (Å)
C (1.54645, -0.59344, 0.96561)
C (0.40034, -0.30709, 0.02570)
C (0.59838, 0.60164, -1.15388)
C (-0.17544, 1.08052, 0.02953)
C (-1.61005, 0.49786, 0.14575)
N (-1.95834, -0.47466, -0.86758)
C (-1.04905, -0.87820, 0.17386)
H (1.37990, -1.49584, 1.56180)
H (1.65540, 0.26498, 1.65014)
H (2.49822, -0.70631, 0.43618)
H (1.60801, 0.99541, -1.23387)
H (0.13313, 0.44728, -2.12580)
H (0.25012, 1.76099, 0.76224)
H (-2.41406, 0.95115, 0.71529)
H (-1.54558, -0.34587, -1.78611)
H (-1.30875, -1.71971, 0.80916)

Atoms 1-6, force components in eV/Å:
0.1 0.0 0.1
0.2 0.0 0.1
0.0 0.0 -0.2
0.0 0.3 0.1
-0.2 0.2 0.2
0.1 0.0 -0.2

=====

Entry 3:
# C26H26N3

The ion C26H26N3 with charge +1 in a non-equilibrium geometry (ωB97M-V with the def2-TZVPD basis set, the Open Molecules 2025 dataset).

Energy above the lowest of the compared OMol25 structures with the same formula, charge and spin = 63.7 kcal/mol
Total charge = +1
Spin multiplicity = 1
SMILES string = Cn1cc([C@@H](Cc2n(C)c3ccccc3[n+]2C)c2ccccc2)c2ccccc21

Element x y z (Å)
C (-8.66568, 1.53614, 2.97534)
N (-7.54281, 1.16750, 3.78712)
C (-6.33484, 0.83550, 3.23621)
C (-5.47159, 0.35511, 4.20570)
C (-4.15897, -0.46524, 4.00938)
C (-3.05614, -0.10868, 2.92201)
C (-1.48488, -0.06108, 2.73963)
N (-0.62759, -1.08640, 2.41551)
C (-0.91427, -2.50230, 2.43438)
C (0.63567, -0.63382, 1.92956)
C (1.84815, -1.29871, 1.60194)
C (2.98829, -0.51984, 1.32178)
C (2.92308, 0.89202, 1.36090)
C (1.71432, 1.54324, 1.67911)
C (0.57296, 0.74303, 1.96429)
N (-0.71408, 1.06769, 2.46762)
C (-1.12271, 2.45983, 2.56280)
C (-3.36902, -0.74381, 5.27257)
C (-3.28752, 0.31072, 6.16418)
C (-2.59590, 0.11935, 7.36930)
C (-1.97611, -1.10229, 7.67579)
C (-1.87326, -2.03216, 6.64348)
C (-2.57442, -1.87206, 5.44813)
C (-6.28182, 0.30571, 5.45742)
C (-6.21994, -0.24871, 6.73669)
C (-7.35738, -0.10494, 7.59764)
C (-8.60198, 0.46597, 7.20809)
C (-8.70354, 0.96663, 5.89610)
C (-7.54597, 0.88380, 5.14080)
H (-9.51980, 1.78590, 3.59330)
H (-8.49790, 2.42665, 2.35874)
H (-9.02324, 0.73808, 2.29584)
H (-6.14443, 1.02107, 2.19253)
H (-4.66125, -1.47004, 3.78657)
H (-3.30175, 1.00339, 2.76467)
H (-3.55140, -0.84411, 2.18276)
H (0.11051, -2.92459, 2.42320)
H (-1.42343, -2.79045, 3.36275)
H (-1.56256, -2.80920, 1.59020)
H (1.92752, -2.38014, 1.57019)
H (3.95883, -0.98642, 1.09069)
H (3.85869, 1.44858, 1.17238)
H (1.69422, 2.63386, 1.73361)
H (-0.21160, 3.03662, 2.79228)
H (-1.59598, 2.82143, 1.62975)
H (-1.83120, 2.56936, 3.38717)
H (-3.79866, 1.28575, 6.01644)
H (-2.64854, 0.90332, 8.13260)
H (-1.63517, -1.33795, 8.70079)
H (-1.43224, -2.99069, 6.86427)
H (-2.57945, -2.62529, 4.66970)
H (-5.29463, -0.75221, 7.06457)
H (-7.28248, -0.49489, 8.63084)
H (-9.47604, 0.50453, 7.86266)
H (-9.57149, 1.45156, 5.43358)

Atoms 1-6, force components in eV/Å:
-1.0 0.3 -0.7
0.7 0.2 -0.9
0.8 0.0 1.1
0.1 -0.2 0.3
-0.2 -2.5 1.8
-1.5 1.5 -2.2

=====

Entry 4:
# C33H46BiNO7S

A structure of composition C33H46BiNO7S (ωB97M-V with the def2-TZVPD basis set, the Open Molecules 2025 dataset).

Energy above the lowest of the compared OMol25 structures with the same formula, charge and spin = 0.9 kcal/mol
Total charge = +2
Spin multiplicity = 1

Element x y z (Å)
Bi (-0.28707, -0.51184, 0.47519)
C (3.05597, 0.42402, -0.38403)
C (2.68824, 1.75652, 0.24135)
O (1.38959, 1.66519, 0.82454)
C (0.73789, 2.93212, 0.95136)
C (0.16229, 3.39146, -0.37091)
O (-0.62725, 2.33498, -0.88608)
C (-0.94263, 2.47129, -2.25849)
C (-1.41770, 1.13060, -2.77226)
O (-0.50982, 0.06369, -2.51724)
C (0.71866, 0.07053, -3.22586)
C (1.85266, 0.64672, -2.41123)
O (2.01286, -0.10209, -1.20711)
H (3.23358, -0.31697, 0.39032)
H (3.97416, 0.54026, -0.96812)
H (2.70729, 2.55633, -0.50203)
H (3.42624, 2.00585, 1.01011)
H (1.43313, 3.68094, 1.34022)
H (-0.05654, 2.78122, 1.67715)
H (0.95663, 3.64152, -1.08550)
H (-0.43289, 4.29840, -0.21734)
H (-0.06193, 2.81500, -2.81500)
H (-1.73290, 3.21477, -2.41270)
H (-1.62772, 1.20552, -3.84470)
H (-2.34135, 0.84505, -2.26677)
H (0.62903, 0.63063, -4.16222)
H (0.94046, -0.96921, -3.47769)
H (1.65461, 1.69320, -2.17357)
H (2.77752, 0.59636, -2.99694)
C (-2.13900, 1.80030, 4.00774)
C (-1.89710, 0.59529, 3.14493)
O (-0.97280, 0.71301, 2.30262)
C (-2.67219, -0.60351, 3.32497)
C (-3.62821, -0.64550, 4.37023)
C (-4.38359, -1.75700, 4.62120)
C (-4.20722, -2.88822, 3.81287)
C (-3.29262, -2.88746, 2.78926)
C (-2.49958, -1.75603, 2.51171)
O (-1.66797, -1.85421, 1.49898)
H (-1.53463, 2.62675, 3.64577)
H (-1.85604, 1.58233, 5.03944)
H (-3.18889, 2.08865, 4.00768)
H (-3.76208, 0.22391, 4.99726)
H (-5.10236, -1.76407, 5.42737)
H (-4.80012, -3.77551, 3.99559)
H (-3.15986, -3.75955, 2.16110)
C (0.15116, -4.48995, 1.53349)
N (1.26506, -4.64356, 0.54906)
C (2.18117, -5.74151, 0.97046)
C (2.01049, -3.34288, 0.24279)
C (2.23557, -2.49550, 1.45716)
C (3.32371, -2.79492, 2.27673)
C (3.57618, -2.06214, 3.42505)
C (2.73731, -1.00857, 3.74814)
C (1.67448, -0.68273, 2.91410)
C (1.39862, -1.41156, 1.75768)
H (-0.36361, -5.44613, 1.60173)
H (-0.52538, -3.70845, 1.20001)
H (0.58039, -4.22855, 2.49682)
H (0.83527, -4.91424, -0.33486)
H (2.61768, -5.47261, 1.92843)
H (2.95948, -5.86959, 0.22281)
H (1.60589, -6.65787, 1.07475)
H (1.40612, -2.83024, -0.49902)
H (2.94886, -3.65109, -0.21657)
H (3.99890, -3.59704, 1.99951)
H (4.42526, -2.30289, 4.05013)
H (2.92100, -0.42108, 4.63826)
H (1.07286, 0.17817, 3.17135)
C (-6.71600, -0.15438, -2.31739)
C (-5.36069, -0.80039, -2.32282)
C (-4.80642, -1.30980, -1.14808)
C (-3.55240, -1.90020, -1.14185)
C (-2.83717, -1.96005, -2.32820)
C (-3.35736, -1.45498, -3.51162)
C (-4.62151, -0.88913, -3.50264)
S (-1.23813, -2.71822, -2.39383)
C (-1.76563, -4.42948, -2.43028)
O (-0.59287, -2.60524, -1.00648)
H (-7.32895, -0.52740, -1.49874)
H (-7.24266, -0.33520, -3.25305)
H (-6.62316, 0.92678, -2.19639)
H (-5.37279, -1.25744, -0.22583)
H (-3.12663, -2.29264, -0.22750)
H (-2.78439, -1.50269, -4.43066)
H (-5.04117, -0.50599, -4.42448)
H (-2.34684, -4.63972, -1.53360)
H (-0.87627, -5.05587, -2.49039)
H (-2.37351, -4.58196, -3.32149)

Atoms 1-6, force components in eV/Å:
0.1 -0.1 0.0
0.0 0.0 0.0
0.0 0.0 0.0
0.0 0.0 0.0
0.0 0.0 0.0
0.0 0.0 0.0

=====

Quick rundown of frontier orbital gap, same order as above: 9.14 9.51 6.69 8.18 eV
Quick rundown of HOMO level, same order as above: -0.3232 -0.3082 -0.3667 -0.4772 Ha